{"formula": "C30H42F18K4O18V", "method": "ωB97M-V/def2-TZVPD", "symbols": ["K", "K", "K", "K", "V", "O", "C", "C", "O", "H", "H", "H", "H", "O", "C", "C", "O", "H", "H", "H", "H", "O", "C", "C", "O", "H", "H", "H", "H", "C", "C", "O", "C", "O", "C", "F", "F", "F", "H", "H", "H", "H", "H", "C", "C", "O", "C", "O", "C", "F", "F", "F", "H", "H", "H", "H", "H", "C", "C", "O", "C", "O", "C", "F", "F", "F", "H", "H", "H", "H", "H", "C", "C", "O", "C", "O", "C", "F", "F", "F", "H", "H", "H", "H", "H", "C", "C", "O", "C", "O", "C", "F", "F", "F", "H", "H", "H", "H", "H", "C", "C", "O", "C", "O", "C", "F", "F", "F", "H", "H", "H", "H", "H"], "coordinates": [[2.32724, -3.10899, 3.90569], [1.01631, 0.19093, 5.18864], [-0.50418, 0.67566, -2.13759], [4.57844, 0.44838, 3.17904], [1.05243, -0.27321, 1.00951], [3.04098, -1.18354, 1.42377], [3.20713, -2.16766, 0.42057], [2.37928, -2.06202, -0.94619], [1.08726, -1.50873, -0.81720], [2.74341, -3.05349, 0.85457], [4.24732, -2.39595, 0.18824], [2.27570, -3.00151, -1.48909], [2.93578, -1.45716, -1.66210], [1.53867, 1.46004, -0.28850], [1.75163, 2.66572, 0.36651], [1.82213, 2.48831, 1.96091], [1.52702, 1.23012, 2.53663], [0.94357, 3.35522, 0.12214], [2.55611, 3.30748, 0.00724], [1.28064, 3.27665, 2.48380], [2.87086, 2.65515, 2.20675], [-1.10849, 0.12746, 0.62407], [-1.97155, -0.57830, 1.51106], [-1.25608, -1.85980, 2.23960], [0.13001, -1.73537, 2.52498], [-2.92735, -0.74450, 1.01414], [-2.20858, -0.01054, 2.41082], [-1.34787, -2.74883, 1.61565], [-1.77551, -2.18014, 3.14275], [0.18658, -5.43862, 0.99956], [0.18221, -5.69872, 2.51339], [-0.70218, -6.77734, 2.84327], [-0.94760, -7.04364, 4.12748], [-0.43055, -6.40160, 5.04022], [-1.98440, -8.16649, 4.43643], [-3.09960, -7.54499, 4.75211], [-2.26529, -8.94945, 3.36678], [-1.63306, -8.99701, 5.38235], [0.77228, -6.18036, 0.45653], [0.59054, -4.48407, 0.66229], [-0.83091, -5.36963, 0.61475], [-0.20067, -4.76935, 2.93503], [1.17976, -5.87721, 2.91482], [-1.42044, -4.31274, -1.52941], [-1.60989, -4.03463, -3.03651], [-3.01598, -4.28191, -3.38234], [-3.41737, -5.42425, -3.81423], [-2.77175, -6.48935, -3.70837], [-4.68043, -5.41296, -4.66563], [-5.56478, -4.46313, -4.24267], [-4.30198, -5.27155, -5.89079], [-5.20324, -6.63454, -4.47789], [-2.18653, -3.93089, -0.85457], [-0.44624, -4.03330, -1.12826], [-1.54068, -5.38790, -1.39636], [-0.88551, -4.56836, -3.65172], [-1.45437, -2.98261, -3.27562], [1.30937, 4.46524, -3.19759], [2.21759, 3.25441, -3.21115], [2.54483, 2.80111, -4.52891], [1.69806, 2.04948, -5.33842], [0.74231, 1.36574, -4.98035], [2.17447, 1.98964, -6.85788], [3.00556, 2.97700, -7.20327], [2.66033, 0.79065, -7.03782], [1.09219, 2.09509, -7.68316], [1.13723, 4.86625, -2.19876], [0.40696, 4.16510, -3.73020], [1.73661, 5.22852, -3.84795], [1.69441, 2.39637, -2.78906], [3.15716, 3.36571, -2.66992], [-5.09500, 2.34219, 0.98466], [-4.22090, 2.41276, -0.25104], [-4.04342, 3.76559, -0.68568], [-3.03154, 4.03698, -1.50022], [-2.51390, 3.18920, -2.19558], [-2.79229, 5.50756, -1.67490], [-3.74318, 6.24004, -1.14430], [-1.59597, 5.80097, -1.07124], [-2.74355, 5.76748, -2.97079], [-4.92254, 1.37332, 1.45336], [-6.17578, 2.34182, 0.84316], [-4.86347, 3.10737, 1.72560], [-4.74908, 1.90146, -1.05583], [-3.30130, 1.88150, -0.00572], [-1.84286, 5.12795, 2.50200], [-1.89340, 3.58401, 2.70993], [-2.64109, 3.37299, 3.91425], [-2.33473, 2.34571, 4.81557], [-1.40788, 1.56005, 4.65893], [-3.35141, 2.17090, 5.93612], [-4.38385, 2.94749, 5.77383], [-3.78444, 0.88492, 6.01724], [-2.80821, 2.44413, 7.15097], [-0.95579, 5.34517, 1.90699], [-1.62777, 5.58968, 3.46565], [-2.74617, 5.58810, 2.10151], [-0.88315, 3.19187, 2.82710], [-2.38469, 3.06660, 1.88590], [5.80138, 0.04085, -1.84790], [4.76022, 0.89074, -1.13164], [5.12587, 2.18903, -1.18251], [5.50545, 2.86702, -0.05194], [5.80692, 2.33032, 1.04624], [5.67517, 4.43181, -0.32169], [5.42597, 4.70465, -1.60596], [5.01911, 5.18760, 0.50201], [6.97301, 4.67225, -0.14395], [5.77557, -1.01612, -1.58283], [6.71188, 0.46319, -1.42280], [5.71721, 0.23627, -2.91692], [4.60511, 0.63095, -0.08447], [3.82714, 0.78854, -1.68572]], "forces_ev_per_a": [[-0.66, 0.05, -1.16], [-0.93, 0.51, -1.08], [0.30, -0.14, 0.69], [-0.42, 0.28, -1.24], [-1.40, 0.25, -0.79], [-0.60, 1.09, -0.44], [-1.64, -0.96, -0.33], [-0.19, 1.55, 0.28], [0.54, 1.09, 2.37], [0.19, -0.94, 0.11], [0.29, 0.11, -0.03], [0.37, -0.77, 0.54], [0.48, 0.46, -0.09], [0.31, -1.11, 0.80], [-1.79, -0.77, 1.05], [1.11, -0.17, -0.35], [-0.33, -1.31, -1.13], [-0.92, 0.19, 0.27], [1.22, -0.43, -0.01], [-0.32, 0.27, -0.13], [0.61, 0.53, 0.09], [1.27, -0.87, 0.86], [2.23, -0.27, 0.95], [-0.12, -0.30, -1.37], [0.93, 1.64, -0.31], [-0.08, -0.84, -0.01], [-0.15, 0.91, 0.13], [-0.18, -0.16, -0.68], [-0.47, 0.56, 0.37], [-0.02, -0.63, -0.07], [-0.11, 1.49, -0.69], [-0.67, -1.07, 0.07], [2.03, 1.88, 1.21], [-1.03, -1.35, -1.29], [-0.18, -0.54, -2.10], [-0.76, 0.45, 0.60], [0.40, 0.61, -0.03], [0.60, 0.20, 0.93], [-0.35, -0.27, -0.04], [0.36, 0.31, 0.87], [0.02, -0.55, 0.26], [-0.15, -0.06, 0.52], [0.03, -0.34, 0.04], [-0.17, -0.95, -0.45], [-0.19, 0.52, 1.44], [0.54, 1.93, -0.15], [3.11, -4.03, 0.30], [-1.77, 2.84, -0.27], [-0.19, -0.76, 3.19], [0.54, -0.76, -1.00], [-0.39, 0.64, -1.82], [-0.84, 0.53, -0.60], [-0.10, 0.71, -0.44], [-0.05, 0.29, -0.47], [0.27, -0.21, -0.15], [-0.53, -0.55, -0.01], [-0.31, 0.03, 0.11], [0.46, -0.15, -1.29], [-0.98, -1.41, 0.82], [-0.72, -0.48, -3.12], [-0.36, -0.17, 2.05], [1.99, 1.79, -0.48], [-1.82, 1.23, 0.40], [0.06, -0.83, 0.33], [1.07, -0.56, -0.33], [0.59, 0.06, 0.84], [-0.13, -0.22, -0.11], [-0.45, 0.16, 0.49], [0.19, 0.28, 0.27], [0.08, 0.14, 0.70], [0.02, 0.11, -0.30], [-0.32, -0.09, 0.57], [-1.16, -0.91, -0.02], [0.88, 1.04, 0.99], [-1.51, -2.91, -0.96], [0.68, 0.79, 0.69], [0.89, 0.29, 0.25], [-0.15, 0.47, 0.42], [-0.78, 0.12, -0.61], [0.49, 0.32, -0.18], [0.27, -0.06, 0.07], [0.07, 0.41, -0.49], [0.15, 0.06, -0.05], [0.34, -0.23, -0.13], [0.45, 0.43, -0.48], [0.57, -0.93, 0.47], [0.57, 1.18, -0.21], [-0.53, -2.30, 3.08], [1.66, 0.27, -3.86], [-1.19, 1.34, 0.85], [-0.42, -0.64, 1.48], [-0.69, 0.46, -0.15], [0.53, 0.79, -0.52], [0.21, 0.01, -0.75], [-0.27, 0.10, -0.42], [-0.14, -0.02, 0.11], [0.09, -0.27, -0.13], [-0.10, -0.13, -0.03], [-0.01, -0.11, 0.15], [0.31, 0.78, 0.99], [-1.27, -3.54, 0.08], [1.26, 5.39, 1.64], [0.26, -2.59, 1.20], [-1.35, 1.86, -3.27], [1.45, -2.08, -1.02], [-0.68, 0.24, 0.46], [-1.08, 0.41, 0.37], [0.59, 0.13, 0.25], [-0.30, 0.08, -0.24], [0.63, -0.38, -0.56], [0.33, -0.29, 0.06], [-0.17, -0.51, -0.15], [-0.31, 0.23, 0.47]], "lowdin_charge": [0.8350, 0.8670, 0.8011, 0.8558, 1.1124, -0.4821, -0.3310, -0.3196, -0.3847, 0.0617, 0.0941, 0.0984, 0.0787, -0.3904, -0.3208, -0.3091, -0.4604, 0.0830, 0.0825, 0.0844, 0.0597, -0.4175, -0.2937, -0.3181, -0.4537, 0.0934, 0.0667, 0.0722, 0.0883, -0.0452, -0.2004, 0.0503, -0.3289, 0.1159, -0.5705, 0.1941, 0.1502, 0.2063, 0.0934, 0.0652, 0.0612, 0.1050, 0.1144, -0.0605, -0.1266, 0.0468, -0.3918, 0.1168, -0.5686, 0.1486, 0.2310, 0.1609, 0.0868, 0.0542, 0.0729, 0.1313, 0.1146, -0.0301, -0.2098, 0.0024, -0.2676, 0.1041, -0.5363, 0.1737, 0.2007, 0.1382, 0.0811, 0.0817, 0.0873, 0.0799, 0.1156, -0.0528, -0.1934, 0.0457, -0.3742, 0.1289, -0.5586, 0.2028, 0.1361, 0.1960, 0.0778, 0.0820, 0.0754, 0.1361, 0.1084, -0.0289, -0.1658, 0.0040, -0.2701, 0.0533, -0.5416, 0.2116, 0.1558, 0.1484, 0.0716, 0.0784, 0.0785, 0.1021, 0.1122, -0.0199, -0.2747, 0.0085, -0.2408, 0.0428, -0.5732, 0.1715, 0.2173, 0.1699, 0.0769, 0.0828, 0.0891, 0.1085, 0.1198], "lumo_ev": [-4.638, -4.648], "multiplicity": 3, "gap_ev": [4.82, 5.12], "charge": 1}

---

{"formula": "C30H42F6O30", "method": "ωB97M-V/def2-TZVPD", "symbols": ["O", "C", "O", "C", "C", "F", "O", "H", "H", "H", "O", "C", "O", "C", "C", "F", "O", "H", "H", "H", "O", "C", "O", "C", "C", "F", "O", "H", "H", "H", "O", "C", "O", "C", "C", "F", "O", "H", "H", "H", "O", "C", "O", "C", "C", "F", "O", "H", "H", "H", "O", "C", "O", "C", "C", "F", "O", "H", "H", "H", "C", "O", "C", "O", "O", "C", "H", "H", "H", "H", "H", "H", "C", "O", "C", "O", "O", "C", "H", "H", "H", "H", "H", "H", "C", "O", "C", "O", "O", "C", "H", "H", "H", "H", "H", "H", "C", "O", "C", "O", "O", "C", "H", "H", "H", "H", "H", "H"], "coordinates": [[10.85185, 1.17388, -2.15439], [10.56076, 1.24959, -3.36387], [10.68054, 0.23604, -4.22954], [10.09100, 0.60391, -5.48283], [10.15403, 2.09647, -5.37978], [9.13447, 2.54323, -6.06640], [10.01446, 2.29227, -4.02183], [10.74394, 0.21029, -6.26182], [9.06322, 0.24233, -5.51495], [11.04982, 2.57971, -5.76983], [-0.93072, 2.65903, 9.72051], [-0.05910, 2.80657, 8.85547], [0.74328, 3.90325, 8.65866], [1.41251, 3.75817, 7.43370], [1.42821, 2.27785, 7.23519], [2.54931, 1.85679, 7.95117], [0.25758, 1.89143, 7.98603], [0.79912, 4.32788, 6.73565], [2.37131, 4.26555, 7.32710], [1.43410, 1.86866, 6.22493], [5.79236, 7.26554, 3.64869], [6.05477, 6.37596, 2.89423], [6.19184, 5.08345, 3.21016], [6.57603, 4.37505, 2.07271], [6.09831, 5.32637, 0.98820], [4.79029, 5.24369, 0.70668], [6.35401, 6.56528, 1.65397], [7.63918, 4.14331, 2.13670], [6.01553, 3.44055, 2.09829], [6.67881, 5.33737, 0.06571], [3.08667, -6.94797, 4.94563], [2.30375, -7.04080, 4.01380], [1.11092, -7.49955, 4.12261], [0.43182, -7.37834, 2.86166], [1.56148, -7.48026, 1.95888], [1.34480, -6.76494, 0.85424], [2.56694, -6.89351, 2.74130], [-0.34967, -8.12133, 2.70250], [-0.07704, -6.41450, 2.87472], [1.79114, -8.51321, 1.69739], [-4.43076, -1.64203, 4.81918], [-5.10477, -1.75138, 5.85042], [-6.38725, -2.13681, 5.93904], [-6.81039, -2.13114, 7.32330], [-5.62924, -1.51280, 8.07802], [-5.32869, -2.44999, 9.02235], [-4.64711, -1.49739, 7.09404], [-7.79267, -1.71874, 7.55387], [-6.87110, -3.18545, 7.59320], [-5.79263, -0.53859, 8.53880], [4.10774, -0.11819, -1.70050], [2.88941, -0.31281, -1.60923], [2.29689, -0.77804, -0.51448], [0.90042, -0.87012, -0.70330], [0.64807, -0.07844, -1.97080], [0.37547, 1.23134, -1.68194], [1.93934, -0.12654, -2.52768], [0.44966, -1.85493, -0.58058], [0.42410, -0.39839, 0.15618], [-0.04772, -0.54595, -2.66751], [1.89325, 5.53680, -6.48016], [0.54350, 6.01775, -6.21546], [-0.09457, 6.87306, -6.98592], [0.35051, 7.33169, -8.02992], [-1.21904, 7.21809, -6.29561], [-2.03280, 8.27711, -6.81069], [2.33800, 4.83617, -5.77348], [2.53983, 6.40916, -6.57513], [1.90067, 5.03040, -7.44536], [-2.59800, 8.78943, -6.03212], [-2.77022, 7.88280, -7.50986], [-1.38017, 9.04238, -7.23086], [-6.07829, -6.09764, -0.79851], [-6.88405, -6.99733, -1.49541], [-6.69603, -8.35978, -1.30650], [-5.94455, -8.83250, -0.45307], [-7.44776, -8.99135, -2.24263], [-7.45901, -10.40425, -2.18575], [-6.68376, -5.67900, 0.00539], [-5.72840, -5.35060, -1.51098], [-5.16630, -6.48577, -0.34493], [-8.19485, -10.51632, -1.38945], [-6.48886, -10.83968, -1.94636], [-7.90153, -10.86320, -3.06986], [-3.41670, -4.25648, -7.01760], [-1.97849, -4.47205, -7.20808], [-1.18168, -4.81379, -6.20411], [-1.59065, -4.97230, -5.08248], [0.03633, -5.08744, -6.69451], [1.00809, -5.45634, -5.84350], [-3.87384, -4.28966, -8.00655], [-3.65219, -3.35027, -6.45955], [-3.92770, -5.09055, -6.53666], [1.88476, -5.70500, -6.44158], [0.84671, -6.36936, -5.27041], [1.29355, -4.65793, -5.15853], [-4.83786, 6.30087, 5.37220], [-4.55160, 6.77279, 4.09358], [-3.94109, 6.04981, 3.18830], [-3.40534, 4.94171, 3.37900], [-3.89523, 6.74379, 2.08539], [-3.16659, 6.29659, 0.90567], [-5.69993, 5.63426, 5.34869], [-5.10351, 7.07596, 6.09107], [-4.08308, 5.62600, 5.77587], [-3.40150, 7.03337, 0.13751], [-3.57733, 5.36848, 0.50820], [-2.08257, 6.32194, 1.01685]], "forces_ev_per_a": [[-1.09, 0.75, -4.55], [0.54, -1.15, 4.00], [0.33, -0.78, 0.28], [1.53, -0.70, 0.40], [0.81, -1.30, -0.68], [-2.10, 1.73, -0.86], [0.09, 1.53, 1.52], [-0.41, -0.14, -0.07], [0.06, 0.09, -0.22], [0.24, -0.02, 0.20], [2.76, 0.93, -2.63], [-2.03, 1.13, 3.46], [-0.65, -0.09, 1.57], [-0.70, 1.37, -1.50], [0.14, 0.24, 1.51], [-0.62, -0.54, -0.67], [1.22, -1.96, -2.37], [-0.22, -0.49, -0.63], [0.23, -0.45, 0.91], [-0.15, -0.13, 0.34], [-0.10, -0.63, 0.13], [0.00, 1.37, 3.28], [-0.47, 0.11, 1.67], [-0.93, -1.24, -0.27], [2.32, 0.54, -0.42], [-0.54, -0.30, 0.09], [-0.25, -0.02, -3.62], [0.07, 0.30, -0.56], [0.06, -0.05, -0.33], [-0.16, -0.11, 0.03], [-1.35, 0.46, -1.98], [3.35, -0.55, 3.16], [-3.93, -1.26, 1.16], [-1.98, 0.01, 1.63], [0.29, 0.02, -0.27], [0.29, 0.48, -0.97], [2.31, 0.86, -2.59], [0.32, -0.28, 0.45], [0.26, 0.22, -0.44], [0.44, 0.04, -0.16], [-2.32, -0.49, 3.41], [1.49, 0.17, -2.61], [-0.70, 0.60, -0.13], [0.10, -0.73, -0.25], [-1.18, -1.36, -0.89], [0.70, 0.44, 0.61], [1.35, 0.91, 0.35], [0.15, 0.51, -0.79], [0.09, 0.05, 0.24], [0.35, -0.09, 0.04], [-3.97, -0.53, -0.23], [3.55, 0.27, 0.55], [0.16, -0.74, 0.94], [-1.30, 0.69, 1.70], [1.18, -0.84, 0.48], [-0.40, -0.42, -0.28], [0.03, 0.83, -2.12], [0.75, -0.52, -0.98], [0.10, 0.64, -0.06], [-0.12, 0.61, -0.01], [-0.23, 1.01, -1.79], [0.55, -1.70, 1.61], [1.09, 1.37, -0.71], [-1.31, -0.52, 1.32], [0.30, -0.19, -0.38], [0.27, 0.37, -0.42], [-1.04, 0.30, 0.62], [0.05, -0.04, 0.07], [-0.07, 0.06, -0.08], [0.28, -0.58, 0.51], [0.29, 0.08, -0.27], [-0.17, -0.16, -0.48], [0.70, 0.77, 0.81], [-0.31, -2.87, -0.74], [1.08, 0.92, 0.69], [-1.87, 0.55, -2.04], [1.41, 1.63, 0.06], [-0.98, -0.42, 1.29], [0.14, 0.36, -0.09], [-0.40, 0.20, 0.07], [-0.22, -0.66, -0.09], [0.28, -1.24, 0.27], [-0.12, 0.15, 0.03], [0.30, 0.62, -0.27], [0.30, -0.81, 0.12], [-0.67, 0.56, -1.07], [-1.48, -0.91, 0.23], [0.90, 0.20, 0.34], [-2.66, 1.06, -1.73], [2.93, -0.95, 1.85], [0.52, 0.62, -0.12], [0.33, 0.03, -0.21], [0.61, -0.16, 0.53], [0.01, 0.28, -0.17], [-0.69, 0.06, 0.13], [-0.09, 0.04, 0.13], [-0.57, -2.04, 1.10], [-0.63, 1.60, -0.06], [2.43, -3.39, 0.88], [-1.40, 2.23, -0.45], [0.20, 0.75, -1.62], [-0.74, 0.38, -0.12], [-0.36, 0.08, -0.31], [0.47, 0.41, -0.58], [0.54, 0.46, -0.10], [-0.10, 0.22, 0.28], [0.36, -0.27, 0.52], [-0.18, -0.42, 0.48]], "lowdin_charge": [0.1209, -0.5018, 0.0706, -0.0355, -0.3917, 0.1123, 0.1514, 0.1445, 0.1506, 0.1788, 0.1252, -0.5307, 0.0723, -0.0990, -0.2170, 0.0426, 0.1444, 0.1414, 0.1478, 0.1731, 0.1706, -0.6259, 0.0816, -0.0668, -0.2826, 0.1041, 0.1560, 0.1471, 0.1446, 0.1713, 0.1472, -0.6228, 0.1124, -0.0423, -0.3497, 0.1025, 0.1690, 0.1492, 0.1523, 0.1822, 0.1257, -0.5086, 0.0747, -0.0326, -0.2967, 0.0560, 0.1358, 0.1366, 0.1363, 0.1727, 0.1269, -0.5297, 0.0922, -0.0690, -0.2751, 0.0742, 0.1283, 0.1404, 0.1397, 0.1721, -0.0088, -0.0073, -0.5832, 0.1052, -0.0159, -0.0440, 0.0918, 0.0942, 0.0911, 0.0887, 0.0948, 0.0934, -0.0804, -0.0258, -0.5041, 0.0975, -0.0157, -0.0473, 0.0973, 0.0941, 0.0906, 0.1008, 0.0979, 0.0950, -0.0120, -0.0008, -0.5975, 0.1265, 0.0159, -0.1110, 0.0903, 0.0948, 0.0899, 0.0996, 0.1020, 0.1023, -0.0588, 0.0185, -0.6137, 0.0800, 0.0107, -0.0068, 0.0947, 0.0978, 0.0947, 0.0880, 0.0963, 0.0986], "de_lowest_kj_mol": 0.0, "lumo_ev": -0.019, "multiplicity": 1, "gap_ev": 10.60}

---

In eV, the calculated total energy values for the records above are, in order, -208545.128 -109517.168.